(1)
{"formula": "C3H2CaFO2", "method": "ωB97M-V with the def2-TZVPD basis set", "s2": 0.751, "spin_multiplicity": 2, "total_charge": 0, "energy_ev": -28390.890, "orbital_gap_ev": [5.7763, 7.9580], "symbols": ["C", "C", "O", "O", "C", "H", "F", "H", "Ca"], "coordinates": [[-0.440, -0.832, 1.214], [0.738, 0.469, -1.293], [0.744, -1.101, 1.109], [-0.959, 0.086, 0.288], [-0.104, 0.929, -0.364], [1.603, 1.017, -1.660], [0.488, -0.674, -1.971], [0.040, 1.923, 0.057], [-2.110, -1.817, 2.620]], "atomic_forces_ev_per_a": [[1.7, -0.7, -0.4], [-0.8, 0.7, -0.3], [-0.9, 0.1, 0.6], [-1.6, 1.0, -0.2], [1.6, -0.6, -0.3], [-0.4, -0.1, -0.1], [0.4, 0.0, 0.6], [0.0, -0.3, 0.0], [-0.1, -0.1, 0.1]]}

---

(2)
{"formula": "C38H44AgN4P", "method": "ωB97M-V with the def2-TZVPD basis set", "total_charge": 0, "energy_ev": -59363.612, "orbital_gap_ev": 5.0676, "symbols": ["Ag", "C", "C", "C", "C", "C", "C", "C", "P", "C", "C", "C", "C", "C", "C", "C", "C", "C", "C", "C", "C", "C", "C", "H", "H", "H", "H", "H", "H", "H", "H", "H", "H", "H", "H", "H", "H", "H", "H", "H", "H", "H", "H", "C", "C", "N", "C", "C", "N", "C", "C", "H", "H", "H", "H", "H", "H", "H", "H", "H", "H", "H", "H", "H", "C", "N", "C", "C", "N", "H", "H", "H", "H", "H", "H", "C", "C", "C", "C", "C", "C", "C", "C", "H", "H", "H", "H", "H"], "coordinates": [[-1.555, -0.757, -0.618], [2.069, -2.337, 4.061], [1.681, -0.958, 4.521], [2.286, -0.421, 5.652], [1.965, 0.849, 6.113], [1.022, 1.600, 5.431], [0.407, 1.074, 4.302], [0.715, -0.201, 3.834], [0.014, -0.904, 2.279], [-0.986, 0.534, 1.672], [-0.292, 1.285, 0.721], [-0.749, 2.524, 0.276], [-1.936, 3.018, 0.771], [-2.664, 2.263, 1.685], [-2.222, 1.033, 2.154], [-3.082, 0.311, 3.153], [-1.218, -2.097, 2.917], [-1.495, -2.270, 4.268], [-2.531, -3.087, 4.695], [-3.310, -3.729, 3.736], [-3.014, -3.597, 2.391], [-1.943, -2.812, 1.935], [-1.616, -2.724, 0.506], [2.876, -2.735, 4.677], [2.396, -2.328, 3.016], [1.225, -3.030, 4.110], [3.025, -1.014, 6.181], [2.450, 1.245, 6.997], [0.756, 2.593, 5.774], [-0.328, 1.674, 3.780], [0.652, 0.897, 0.360], [-0.170, 3.085, -0.449], [-2.301, 3.989, 0.454], [-3.608, 2.642, 2.059], [-3.974, 0.902, 3.357], [-2.553, 0.149, 4.093], [-3.390, -0.668, 2.786], [-0.921, -1.720, 5.008], [-2.742, -3.200, 5.751], [-4.143, -4.352, 4.043], [-3.610, -4.126, 1.654], [-2.259, -3.380, -0.081], [-0.573, -3.024, 0.347], [3.062, -0.105, -3.049], [2.470, 0.547, -1.777], [2.508, -0.407, -0.671], [1.820, -1.648, -1.014], [2.534, -2.356, -2.179], [3.637, -1.439, -2.635], [4.645, -1.259, -1.534], [3.882, -0.687, -0.308], [3.874, 0.464, -3.500], [2.302, -0.307, -3.802], [1.432, 0.821, -1.974], [3.038, 1.432, -1.491], [0.790, -1.436, -1.305], [1.772, -2.244, -0.103], [1.874, -2.492, -3.035], [3.003, -3.305, -1.920], [4.096, -1.856, -3.437], [5.409, -0.586, -1.921], [5.089, -2.237, -1.350], [4.362, 0.228, 0.039], [3.892, -1.404, 0.513], [-4.864, 3.432, -1.521], [-4.003, 2.397, -2.070], [-2.745, 2.833, -2.675], [-4.000, 1.216, -1.449], [-4.058, 0.167, -0.963], [-5.126, 4.127, -2.318], [-4.372, 3.986, -0.713], [-5.775, 2.978, -1.138], [-2.970, 3.476, -3.526], [-2.186, 1.963, -3.009], [-2.134, 3.385, -1.953], [-0.859, -0.202, -2.604], [-0.366, 0.192, -3.655], [0.345, 0.708, -4.785], [0.914, 1.987, -4.734], [1.680, 2.470, -5.784], [1.894, 1.691, -6.915], [1.321, 0.426, -6.988], [0.554, -0.058, -5.940], [0.750, 2.589, -3.848], [2.109, 3.462, -5.721], [2.489, 2.071, -7.736], [1.466, -0.182, -7.872], [0.096, -1.038, -6.001]], "atomic_forces_ev_per_a": [[-0.2, -0.7, -0.3], [0.0, 0.0, 0.0], [0.1, 0.0, 0.0], [0.0, 0.0, 0.0], [0.0, 0.0, 0.0], [0.0, 0.0, 0.0], [0.0, 0.1, 0.0], [0.0, 0.0, -0.1], [-0.1, 0.0, 0.1], [-0.1, 0.1, 0.2], [0.1, 0.2, 0.0], [0.2, -0.1, 0.0], [-0.1, 0.1, 0.1], [0.0, 0.0, -0.1], [0.1, -0.1, -0.1], [0.0, 0.0, 0.0], [0.0, 0.0, -0.1], [0.0, 0.0, 0.1], [0.0, 0.0, -0.1], [0.0, 0.0, 0.0], [-0.1, 0.0, 0.0], [0.0, 0.1, -0.1], [0.1, 0.2, 0.0], [0.0, 0.0, 0.0], [0.0, 0.0, 0.0], [0.0, 0.0, 0.0], [0.0, 0.0, 0.0], [0.0, 0.0, 0.0], [0.0, 0.0, 0.0], [0.0, 0.0, 0.0], [0.1, 0.0, 0.0], [0.0, 0.0, 0.0], [0.0, 0.0, 0.0], [0.0, 0.0, 0.0], [0.0, 0.0, 0.0], [0.0, 0.0, 0.0], [0.0, 0.0, 0.0], [0.0, 0.0, 0.0], [0.0, 0.0, 0.0], [0.0, 0.0, 0.0], [0.0, 0.0, 0.0], [0.0, 0.0, 0.0], [0.0, 0.0, 0.0], [0.1, 0.0, 0.1], [-0.1, -0.2, 0.0], [0.0, 0.2, -0.1], [-0.2, 0.1, 0.3], [0.0, 0.0, -0.1], [0.0, 0.1, 0.1], [-0.1, 0.0, -0.1], [0.1, -0.1, -0.1], [0.0, 0.0, 0.0], [0.0, 0.0, 0.0], [0.0, 0.0, 0.0], [0.0, 0.0, 0.0], [0.1, 0.1, 0.1], [0.0, -0.2, -0.1], [0.0, 0.0, 0.0], [0.0, 0.0, 0.0], [0.0, 0.0, -0.1], [0.0, 0.0, 0.0], [0.0, 0.0, 0.0], [0.0, 0.0, 0.0], [0.0, 0.0, 0.0], [0.0, 0.0, 0.0], [0.2, -0.1, 0.1], [-0.1, 0.1, 0.0], [-0.2, -0.1, -0.1], [0.0, 0.2, 0.1], [0.0, 0.0, 0.0], [0.0, 0.0, 0.0], [0.0, 0.0, 0.0], [0.0, 0.0, 0.0], [0.0, 0.0, 0.0], [0.0, 0.0, -0.1], [0.0, 0.2, 0.1], [0.1, -0.1, 0.1], [-0.1, 0.0, -0.1], [0.0, 0.0, 0.0], [0.0, 0.0, 0.0], [0.0, 0.0, 0.0], [0.0, 0.1, 0.0], [-0.1, -0.1, 0.0], [0.0, 0.0, 0.0], [0.0, 0.0, 0.0], [0.0, 0.0, 0.0], [0.0, 0.0, 0.0], [0.0, 0.0, 0.0]]}

---

(3)
{"formula": "H24O12", "method": "ωB97M-V with the def2-TZVPD basis set", "total_charge": 0, "energy_ev": -24960.321, "orbital_gap_ev": 9.6561, "symbols": ["O", "H", "H", "O", "H", "H", "O", "H", "H", "O", "H", "H", "O", "H", "H", "O", "H", "H", "O", "H", "H", "O", "H", "H", "O", "H", "H", "O", "H", "H", "O", "H", "H", "O", "H", "H"], "coordinates": [[2.479, -0.880, -1.345], [3.174, -0.681, -1.984], [2.701, -1.752, -0.997], [-3.720, -1.040, -0.238], [-3.784, -0.492, -1.025], [-3.084, -0.585, 0.333], [-0.107, -1.971, 2.325], [0.451, -1.190, 2.445], [0.262, -2.634, 2.920], [1.344, 0.971, 2.383], [1.849, 1.297, 1.617], [2.011, 0.751, 3.043], [-1.277, -2.039, -2.270], [-1.219, -1.199, -1.787], [-0.834, -1.876, -3.109], [-2.431, -0.129, 2.140], [-1.825, -0.885, 2.095], [-2.466, 0.101, 3.071], [2.425, 1.643, -0.227], [2.610, 0.705, -0.431], [1.673, 1.845, -0.809], [0.921, 1.001, -4.267], [1.749, 1.365, -4.595], [0.838, 1.343, -3.362], [-0.720, 0.120, -0.514], [-0.534, 0.600, 0.303], [-0.028, 0.391, -1.128], [-0.874, 2.280, 3.475], [-0.174, 1.692, 3.144], [-1.270, 1.804, 4.211], [-0.354, -3.527, 0.029], [-0.749, -2.840, -0.531], [-0.198, -3.088, 0.881], [0.542, 2.615, -2.013], [1.009, 3.450, -1.877], [-0.393, 2.836, -1.905]], "atomic_forces_ev_per_a": [[0.3, 0.1, 0.0], [-0.1, -0.1, -0.1], [-0.2, -0.1, 0.0], [0.1, 0.1, 0.0], [0.0, -0.1, 0.0], [-0.3, 0.0, 0.0], [0.2, 0.2, 0.5], [0.1, 0.1, -0.2], [-0.2, 0.0, 0.0], [0.2, -0.5, 0.1], [-0.1, 0.1, -0.4], [0.0, 0.1, 0.0], [0.0, 0.4, -0.1], [-0.2, -0.3, 0.0], [0.1, -0.1, 0.0], [0.4, -0.2, -0.2], [-0.1, -0.1, 0.2], [-0.1, 0.1, 0.0], [0.0, -0.3, 0.2], [-0.1, 0.2, 0.0], [0.1, 0.1, 0.2], [0.0, -0.2, 0.2], [0.0, 0.0, 0.0], [0.1, 0.1, -0.5], [0.1, 0.3, -0.1], [-0.2, -0.1, 0.1], [0.1, -0.1, 0.2], [0.0, -0.1, 0.1], [-0.1, 0.3, 0.0], [0.0, 0.1, 0.1], [0.2, 0.1, 0.3], [0.1, -0.4, -0.1], [-0.2, -0.1, -0.6], [-0.2, 0.4, 0.3], [0.0, 0.0, -0.1], [0.0, -0.1, 0.0]]}

---

(4)
{"formula": "C31H29N4O6Ti", "method": "ωB97M-V with the def2-TZVPD basis set", "s2": 0.752, "spin_multiplicity": 2, "total_charge": 0, "energy_ev": -73978.668, "orbital_gap_ev": [6.5491, 7.0436], "symbols": ["Ti", "C", "O", "C", "C", "C", "C", "C", "C", "N", "N", "C", "O", "C", "C", "C", "C", "C", "C", "C", "O", "H", "H", "H", "H", "H", "H", "H", "H", "H", "H", "H", "H", "O", "N", "N", "O", "C", "C", "C", "C", "C", "C", "H", "H", "H", "H", "H", "C", "C", "C", "C", "C", "C", "C", "O", "C", "C", "C", "H", "H", "H", "H", "H", "H", "H", "H", "H", "H", "H", "H"], "coordinates": [[0.034, -0.209, 0.099], [-0.071, -2.992, 3.778], [-0.589, -3.759, 2.693], [-1.710, -3.268, 2.075], [-2.788, -4.114, 1.933], [-3.944, -3.716, 1.258], [-4.013, -2.451, 0.725], [-2.918, -1.581, 0.811], [-3.026, -0.216, 0.340], [-1.974, 0.462, 0.070], [-2.085, 1.851, -0.021], [-0.960, 2.354, 0.425], [0.055, 1.646, 0.806], [-0.835, 3.833, 0.549], [-1.837, 4.681, 0.080], [-1.692, 6.056, 0.180], [-0.546, 6.595, 0.753], [0.452, 5.754, 1.224], [0.311, 4.377, 1.120], [-1.733, -1.978, 1.491], [-0.692, -1.191, 1.593], [0.711, -3.602, 4.225], [-0.853, -2.807, 4.520], [0.337, -2.044, 3.437], [-2.709, -5.105, 2.362], [-4.779, -4.398, 1.168], [-4.912, -2.117, 0.218], [-3.998, 0.278, 0.328], [-2.726, 4.247, -0.358], [-2.474, 6.709, -0.186], [-0.437, 7.669, 0.838], [1.344, 6.170, 1.675], [1.083, 3.707, 1.474], [-0.013, -2.028, -0.864], [0.862, -2.861, -0.450], [1.798, -2.315, 0.215], [1.848, -0.998, 0.405], [2.859, -3.111, 0.734], [3.017, -4.428, 0.318], [4.048, -5.177, 0.860], [4.908, -4.621, 1.797], [4.735, -3.305, 2.196], [3.707, -2.538, 1.668], [2.339, -4.851, -0.408], [4.180, -6.204, 0.545], [5.711, -5.214, 2.215], [5.403, -2.867, 2.928], [3.553, -1.512, 1.964], [1.366, 6.889, -1.831], [0.993, 5.454, -2.042], [-0.234, 5.113, -2.600], [-0.607, 3.794, -2.763], [-1.983, 3.479, -3.290], [0.284, 2.783, -2.340], [-0.196, 1.428, -2.390], [0.234, 0.540, -1.708], [1.546, 3.105, -1.787], [2.543, 2.074, -1.340], [1.871, 4.442, -1.662], [0.604, 7.561, -2.222], [2.315, 7.120, -2.319], [1.485, 7.091, -0.765], [-0.925, 5.896, -2.888], [-2.516, 4.400, -3.518], [-2.565, 2.924, -2.551], [-1.946, 2.884, -4.204], [-1.069, 1.197, -3.018], [2.610, 1.236, -2.031], [2.261, 1.662, -0.370], [3.527, 2.530, -1.247], [2.833, 4.705, -1.238]], "atomic_forces_ev_per_a": [[-0.4, -1.1, 1.5], [-0.1, -0.1, 0.0], [0.1, 0.1, -0.1], [-0.1, 0.0, 0.0], [0.0, 0.0, 0.0], [-0.1, 0.0, 0.0], [0.0, 0.0, 0.0], [0.1, -0.2, 0.1], [0.0, 0.1, 0.0], [-0.3, 0.2, -0.1], [0.1, 0.1, 0.0], [-0.3, 0.3, 0.2], [0.2, 0.6, 0.1], [-0.2, 0.0, -0.1], [0.0, 0.0, 0.2], [0.0, 0.0, 0.1], [-0.1, -0.1, 0.1], [-0.1, -0.1, 0.1], [0.0, 0.1, 0.0], [-0.4, -0.1, -0.1], [0.3, -0.1, 0.1], [0.0, 0.0, 0.0], [0.0, 0.0, 0.0], [0.0, 0.0, 0.0], [0.0, 0.0, 0.0], [0.0, 0.0, 0.0], [0.0, 0.0, 0.0], [0.0, 0.0, 0.0], [0.0, 0.0, 0.0], [0.0, 0.0, 0.0], [0.0, 0.0, 0.0], [0.0, 0.0, 0.0], [0.0, 0.0, 0.0], [0.3, -0.5, -0.2], [0.1, 0.2, 0.0], [-0.1, 0.1, -0.2], [0.3, -0.3, 0.0], [0.1, -0.2, 0.1], [0.0, 0.0, 0.1], [0.0, 0.0, 0.0], [0.0, 0.0, 0.0], [0.0, 0.0, 0.0], [0.0, 0.0, 0.0], [0.0, 0.0, 0.0], [0.0, 0.0, 0.0], [0.0, 0.0, 0.0], [0.0, 0.0, 0.0], [0.0, 0.0, 0.0], [0.2, 0.1, 0.0], [0.0, 0.0, -0.1], [0.2, 0.0, 0.0], [0.1, -0.2, -0.1], [0.0, 0.0, 0.0], [0.1, 0.3, -0.3], [-1.3, 1.8, -1.1], [1.2, -1.6, 0.2], [-0.1, 0.0, -0.1], [0.0, 0.0, 0.0], [0.0, 0.0, -0.1], [0.0, 0.0, 0.0], [0.0, 0.0, 0.0], [0.0, 0.0, -0.1], [0.0, 0.0, 0.0], [0.0, 0.0, 0.0], [0.0, 0.0, 0.0], [0.0, 0.0, 0.0], [0.1, 0.2, -0.1], [0.0, 0.0, 0.0], [0.0, 0.0, 0.0], [0.0, 0.0, 0.0], [0.0, 0.0, 0.0]]}